C21H28N3O2Pt as an isolated structure in a non-equilibrium geometry. Source: the Open Molecules 2025 dataset; level of theory: ωB97M-V with the def2-TZVPD basis set.

CARTESIAN COORDINATES (ANGSTROEM)
1 O -0.2165 0.2742 -6.0669
2 C -0.5116 1.4087 -6.9721
3 C -0.0444 0.6469 -8.2176
4 H 0.0763 2.3126 -6.7353
5 H -1.6079 1.6113 -6.9554
6 C 0.0636 -0.5487 -7.2434
7 H 0.9048 0.9845 -8.6379
8 H -0.8174 0.4951 -8.9864
9 C 1.4128 -1.2371 -7.1627
10 H 2.1635 -0.5883 -6.6870
11 H 1.7777 -1.4763 -8.1778
12 H 1.2983 -2.1905 -6.6152
13 C -1.1041 -1.4783 -7.5163
14 H -2.0354 -0.8987 -7.4913
15 H -1.1632 -2.2962 -6.7915
16 H -1.0145 -1.9223 -8.5146
17 Pt -0.4113 -0.3281 -1.4947
18 C -2.7997 -0.9722 0.8609
19 C -2.3484 0.3726 0.7996
20 C -2.1787 0.7400 -0.5784
21 H -2.2305 1.0338 1.6547
22 C -2.5499 -0.4414 -1.3980
23 C -2.9463 -1.4785 -0.4382
24 H -3.3802 -2.4489 -0.7010
25 H -3.0263 -1.5095 1.7804
26 H -2.1288 1.7585 -0.9528
27 H -2.8592 -0.3435 -2.4367
28 C 0.8234 -2.1264 0.8293
29 C -0.0025 -2.7000 -0.1334
30 C 0.4644 -2.2702 -1.4644
31 H -0.7982 -3.4109 0.0334
32 C 1.5913 -1.3263 -1.2238
33 C 1.7631 -1.2615 0.2091
34 H 2.5965 -0.7697 0.7206
35 H 0.7550 -2.2946 1.9154
36 H 0.2367 -2.7567 -2.4075
37 H 2.2706 -1.0188 -2.0109
38 O 2.4682 1.5765 -5.2209
39 C 1.7927 0.8374 -4.1534
40 C 0.4940 1.5966 -3.8373
41 H 2.3827 0.8510 -3.2143
42 H 1.6808 -0.2228 -4.4364
43 C 0.9287 3.0416 -4.0286
44 H 0.0899 1.3432 -2.8322
45 H -0.2634 1.3493 -4.5881
46 C 2.2422 2.9477 -4.8514
47 H 1.1696 3.4411 -3.0458
48 H 0.1710 3.6635 -4.5345
49 H 3.0689 3.2883 -4.1938
50 H 2.2772 3.5907 -5.7409
51 N 0.4038 0.9466 -0.1846
52 C 0.5351 1.4502 0.8795
53 N 0.7592 2.2724 1.8245
54 C 0.8721 2.0036 3.1090
55 N 0.9858 1.8419 4.2688

Cartesian forces, eV/Å:
-0.17 0.21 -2.27
-0.36 -0.02 0.49
-0.18 -0.15 0.49
-0.34 -0.42 0.16
0.75 0.10 0.02
-0.05 -0.09 -0.58
-0.16 0.01 0.03
0.46 0.21 0.13
0.00 -0.38 -0.07
-0.33 -0.20 -0.07
-0.23 0.03 0.32
0.30 0.43 -0.06
-0.06 -0.38 0.09
0.14 -0.19 0.06
-0.04 0.17 0.04
0.07 0.04 0.09
-0.34 -0.49 1.20
-0.12 0.51 -0.36
-0.41 -0.65 -0.34
-1.14 -1.21 -1.03
0.15 -0.16 -0.22
-0.44 0.94 0.76
-0.18 0.52 -0.07
0.41 0.35 0.08
0.15 0.09 -0.25
0.00 -0.22 0.09
-0.27 -0.22 0.27
0.37 0.24 0.32
1.03 -0.04 -0.65
0.86 0.57 0.61
-0.02 0.13 0.03
-1.52 -1.39 -0.59
0.58 -1.39 0.05
-0.56 0.00 -0.23
-0.07 0.23 -0.69
0.19 -0.12 0.21
0.09 -0.04 0.37
-1.06 0.12 1.11
0.06 -0.12 0.43
-0.21 -0.34 -0.79
0.23 0.12 -0.49
-0.09 0.61 -0.13
0.27 0.22 -0.06
0.41 0.40 -0.61
0.30 0.08 0.86
0.58 0.24 0.37
-0.12 0.46 -0.05
0.25 -0.21 0.35
-0.16 -0.21 -0.31
-0.16 -0.34 0.02
1.18 2.32 2.88
-0.03 -0.62 -2.77
0.07 0.48 1.15
0.09 -0.53 1.31
-0.15 0.33 -1.69

Properties
frontier orbital gap (spin up / spin down) = 6.1 / 6.3 eV
net charge = -1
HOMO (spin up / spin down) = -3.76 / -4.18 eV
energy above the lowest of the compared OMol25 structures with the same formula, charge and spin = 0.0508 eV
multiplicity = 3
E_LUMO (spin up / spin down) = 2.3748 / 2.1252 eV

***

One molecule with the formula C21H28N4O3S. Source: the Open Molecules 2025 dataset; level of theory: ωB97M-V with the def2-TZVPD basis set.

CARTESIAN COORDINATES (ANGSTROEM)
1 C 7.0582 2.7556 -3.1147
2 C 5.9422 2.4251 -2.1304
3 C 5.3840 1.0131 -2.3076
4 C 4.6379 0.8210 -3.6265
5 C 3.9837 -0.5589 -3.7123
6 N 2.9581 -0.7280 -2.7097
7 C 3.0277 -1.6630 -1.7358
8 O 3.9284 -2.4713 -1.6457
9 C 1.8782 -1.6302 -0.7746
10 C 1.3228 -2.8432 -0.3645
11 C 0.2627 -2.8589 0.5145
12 C -0.2401 -1.6644 1.0244
13 C -1.3840 -1.6742 1.9364
14 O -1.9504 -2.6792 2.3024
15 N -1.7883 -0.4192 2.4137
16 C -2.8830 -0.4010 3.3704
17 C -4.2039 0.1411 2.8121
18 C -4.5087 -0.3201 1.3799
19 N -3.9984 0.5989 0.3919
20 C -4.6293 1.8800 0.1576
21 C -3.5835 2.6461 -0.6549
22 C -2.8247 1.5352 -1.3753
23 C -2.9942 0.3305 -0.4608
24 O -2.3444 -0.6964 -0.4952
25 C -1.2111 0.7547 2.0417
26 S -1.6975 2.2306 2.5999
27 N -0.1641 0.7064 1.1795
28 C 0.3388 -0.4512 0.6401
29 C 1.3927 -0.4346 -0.2683
30 H 6.6882 2.7726 -4.1366
31 H 7.8536 2.0169 -3.0475
32 H 7.4793 3.7333 -2.8921
33 H 5.1338 3.1522 -2.2419
34 H 6.3311 2.5182 -1.1139
35 H 4.7020 0.7975 -1.4813
36 H 6.2001 0.2905 -2.2503
37 H 5.3278 0.9219 -4.4642
38 H 3.8692 1.5924 -3.7295
39 H 3.5477 -0.7046 -4.7070
40 H 4.7231 -1.3419 -3.5305
41 H 2.1583 -0.1169 -2.7534
42 H 1.7358 -3.7589 -0.7573
43 H -0.2007 -3.7816 0.8267
44 H -3.0135 -1.4387 3.6842
45 H -2.5791 0.2067 4.2277
46 H -4.1832 1.2308 2.8368
47 H -4.9986 -0.1933 3.4789
48 H -5.5924 -0.4016 1.2427
49 H -4.0570 -1.2959 1.1845
50 H -4.8668 2.3774 1.0993
51 H -5.5610 1.7398 -0.4072
52 H -4.0342 3.3663 -1.3342
53 H -2.9150 3.1764 0.0243
54 H -1.7724 1.7561 -1.5441
55 H -3.2783 1.2901 -2.3382
56 H 0.2334 1.5998 0.9188
57 H 1.8354 0.5112 -0.5493

Cartesian forces, eV/Å:
-0.19 0.07 0.16
0.12 -0.21 -0.02
-0.15 0.31 -0.11
0.09 -0.33 0.27
0.21 0.14 -0.22
-0.12 0.28 -0.18
-0.19 0.15 -0.03
0.13 -0.24 0.10
-0.17 -0.04 0.33
0.07 0.00 -0.08
-0.02 0.23 0.06
0.44 0.15 -0.20
0.09 -0.24 -0.02
0.05 -0.10 -0.12
0.20 0.08 -0.09
-0.50 0.01 0.46
0.07 -0.09 -0.13
-0.03 -0.16 0.22
-0.18 0.13 0.14
-0.14 0.20 -0.03
-0.03 0.05 -0.06
0.00 0.04 0.06
0.13 0.26 -0.34
0.07 -0.35 -0.16
0.33 0.36 -0.08
-0.07 0.63 0.24
-0.10 0.00 -0.05
-0.02 -0.83 0.02
-0.02 -0.08 -0.01
0.03 0.01 -0.14
0.13 -0.07 -0.04
0.09 0.08 -0.06
-0.04 0.03 0.09
-0.06 0.07 0.02
0.03 -0.08 0.02
0.03 -0.09 0.06
-0.02 0.07 -0.10
-0.01 0.09 -0.08
0.08 -0.07 0.09
-0.09 0.05 -0.11
-0.02 -0.15 0.09
0.04 -0.09 -0.02
-0.04 -0.08 0.02
0.05 0.23 -0.04
0.00 -0.12 -0.11
-0.10 -0.08 0.06
-0.03 -0.02 0.05
0.08 -0.05 -0.02
-0.12 0.02 -0.04
-0.01 -0.02 -0.02
0.01 0.04 0.08
-0.03 0.03 0.01
-0.03 -0.03 -0.01
0.01 -0.09 0.00
0.03 -0.04 -0.04
-0.17 -0.13 0.17
0.08 0.09 -0.04

Properties
frontier orbital gap = 8.5 eV
SMILES = CCCCCNC(=O)c1ccc2c(=O)n(CCCN3CCCC3=O)c(=S)[nH]c2c1
HOMO = -8.41 eV
energy above the lowest of the compared OMol25 structures with the same formula, charge and spin = 0.0453 eV
E_LUMO = 0.1356 eV

***

One molecule with the formula C21H28N4O4. Source: the Open Molecules 2025 dataset; level of theory: ωB97M-V with the def2-TZVPD basis set.

CARTESIAN COORDINATES (ANGSTROEM)
1 C -5.7242 2.4863 -1.3730
2 C -6.4156 2.8962 -0.3269
3 C -6.6865 2.0877 0.9107
4 N -6.2505 0.7171 0.8094
5 C -5.1088 0.3041 1.3699
6 O -4.4354 0.9077 2.1717
7 N -4.6988 -1.0022 0.9827
8 C -5.1663 -1.7625 -0.0405
9 O -6.2059 -1.5668 -0.6305
10 C -4.2720 -2.9587 -0.3677
11 O -2.8960 -2.6819 -0.1826
12 C -2.4262 -1.6155 -0.8758
13 O -3.1368 -0.9229 -1.5650
14 C -0.9878 -1.4191 -0.6676
15 C -0.3483 -2.3084 0.2111
16 N 0.1580 -3.0007 0.9756
17 C -0.3919 -0.3241 -1.2256
18 C 0.9720 0.0530 -1.2048
19 C 1.4100 1.4078 -1.2971
20 C 2.7673 1.4154 -1.2060
21 C 3.6890 2.5827 -1.2392
22 N 3.1979 0.1085 -1.1062
23 C 4.5730 -0.3043 -0.9745
24 C 4.8818 -0.8507 0.4245
25 C 4.7677 0.2015 1.5347
26 C 4.5820 -0.4863 2.8855
27 C 6.0026 1.0995 1.5756
28 C 2.1299 -0.7276 -1.1054
29 C 2.2623 -2.2020 -1.2027
30 H -5.5645 3.1240 -2.2251
31 H -5.2821 1.5053 -1.4289
32 H -6.8401 3.8910 -0.2986
33 H -7.7609 2.1028 1.1277
34 H -6.1584 2.5357 1.7596
35 H -6.6578 0.1343 0.0839
36 H -3.8326 -1.2842 1.4278
37 H -4.4723 -3.2502 -1.4044
38 H -4.5023 -3.7912 0.3010
39 H -1.0684 0.3671 -1.7174
40 H 0.7693 2.2630 -1.3739
41 H 4.2699 2.6627 -0.3213
42 H 4.3785 2.5193 -2.0821
43 H 3.1004 3.4891 -1.3502
44 H 5.2098 0.5530 -1.1920
45 H 4.7889 -1.0786 -1.7186
46 H 5.8923 -1.2637 0.4188
47 H 4.1909 -1.6655 0.6398
48 H 3.8810 0.8157 1.3434
49 H 3.6658 -1.0721 2.8961
50 H 4.5241 0.2509 3.6826
51 H 5.4193 -1.1497 3.0922
52 H 5.8745 1.8878 2.3138
53 H 6.1940 1.5656 0.6116
54 H 6.8800 0.5170 1.8494
55 H 3.1657 -2.4771 -1.7445
56 H 2.2897 -2.6763 -0.2211
57 H 1.4025 -2.6097 -1.7301

Cartesian forces, eV/Å:
0.05 0.03 -0.13
-0.08 -0.04 0.23
0.09 0.08 0.17
-0.47 0.15 -0.39
0.02 -0.54 -0.02
0.26 0.25 0.22
0.23 0.19 0.42
0.15 -0.28 0.00
-0.18 -0.12 -0.20
-0.43 -0.03 -0.37
0.32 0.08 0.13
-0.39 0.17 -0.36
0.16 -0.21 0.07
-0.15 0.72 -0.64
0.41 -0.30 0.50
0.13 -0.17 0.17
-0.34 -0.52 0.20
0.61 0.04 0.10
0.21 -0.11 0.05
-0.31 0.50 -0.11
0.04 -0.15 0.01
-0.35 0.09 -0.02
0.51 -0.43 0.18
-0.19 0.36 -0.06
0.18 -0.19 0.08
-0.11 0.18 -0.21
-0.29 -0.04 -0.07
-0.51 -0.19 -0.11
0.15 -0.07 0.12
-0.01 0.18 -0.13
0.06 -0.24 0.05
-0.02 0.15 -0.09
0.13 0.05 0.04
-0.18 -0.04 -0.07
0.13 -0.07 0.17
-0.16 0.13 -0.09
-0.03 0.11 0.21
0.02 0.10 -0.08
-0.09 -0.05 -0.01
-0.08 0.26 -0.02
0.10 0.07 0.05
0.08 0.07 -0.01
0.00 0.05 0.00
-0.06 -0.05 -0.07
0.00 0.18 0.01
0.05 -0.09 0.02
0.02 -0.11 -0.04
-0.01 0.00 -0.02
-0.08 -0.10 0.05
0.00 0.04 0.14
0.11 -0.10 0.06
0.04 0.11 0.06
0.08 0.10 -0.11
0.13 -0.07 0.03
0.02 -0.04 -0.07
0.01 -0.07 -0.03
0.01 -0.05 -0.02

Properties
frontier orbital gap = 8.0 eV
SMILES = C=CCNC(=O)NC(=O)COC(=O)/C(C#N)=C/c1cc(C)n(CCC(C)C)c1C
HOMO = -8.31 eV
energy above the lowest of the compared OMol25 structures with the same formula, charge and spin = 2.8605 eV
E_LUMO = -0.3158 eV

***

C21H28NOsP as an isolated structure in a non-equilibrium geometry. Source: the Open Molecules 2025 dataset; level of theory: ωB97M-V with the def2-TZVPD basis set.

CARTESIAN COORDINATES (ANGSTROEM)
1 C 1.0059 -3.5044 -2.4350
2 C 1.3986 -3.5194 -1.0994
3 C 1.3311 -2.3485 -0.3276
4 C 0.7905 -1.1940 -0.8689
5 C 0.3452 -1.1862 -2.2073
6 C 0.4714 -2.3364 -2.9860
7 C 1.8505 -2.4007 1.0726
8 C 2.0529 -1.0532 1.7250
9 N 2.7974 0.0092 1.0082
10 Os 0.7295 0.4383 0.4350
11 C -0.1968 0.0726 -2.7596
12 P 0.3418 1.5057 -1.6560
13 H 1.8097 -4.4353 -0.6605
14 H 0.1924 -2.3201 -4.0336
15 H 1.1287 -4.3988 -3.0506
16 H -1.2925 0.1057 -2.7891
17 H 0.2099 0.3230 -3.7408
18 H 1.1086 -2.9119 1.7033
19 H 2.7667 -2.9947 1.1651
20 H 1.0845 -0.6147 2.0831
21 C -0.9863 2.6692 -2.0406
22 C 1.7532 2.0769 -2.6201
23 H 2.5933 -1.2099 2.6595
24 C 3.6739 -0.4553 -0.1121
25 C 3.7303 0.6780 2.0127
26 H 1.6405 1.7620 -0.0245
27 H 4.7100 -0.2128 0.1509
28 H 3.6272 -1.5367 -0.1627
29 H 3.4355 -0.0027 -1.0787
30 H 4.7485 0.3729 1.7481
31 H 3.6851 1.7669 2.0739
32 H 3.5732 0.2399 3.0011
33 H 1.4036 2.3889 -3.6051
34 H 2.2096 2.9177 -2.1009
35 H 2.4956 1.2918 -2.7351
36 H -1.0131 2.8155 -3.1281
37 H -1.9414 2.2718 -1.6952
38 H -0.7799 3.6227 -1.5365
39 H 0.0754 0.4572 2.0000
40 C -1.2174 0.3961 0.2985
41 C -2.3933 0.3954 0.7693
42 C -3.5997 0.5652 1.5020
43 C -4.0107 -0.2249 2.6181
44 C -5.1911 0.0825 3.2941
45 C -5.9982 1.1533 2.8913
46 C -5.5982 1.9385 1.8017
47 C -4.4250 1.6478 1.1119
48 H -3.3850 -1.0471 2.9651
49 H -5.5030 -0.5087 4.1589
50 H -6.9268 1.3864 3.4152
51 H -6.2125 2.7865 1.5036
52 H -4.0997 2.2790 0.2856

Cartesian forces, eV/Å:
-0.07 -0.06 0.13
0.33 0.27 0.13
0.03 -2.12 -0.19
-0.39 0.63 0.47
0.26 -0.79 -0.41
0.23 0.38 0.21
-0.18 -0.07 0.42
1.12 -1.68 1.18
1.15 0.34 0.46
0.02 1.82 -2.50
-0.13 1.22 0.66
0.00 -1.73 -2.33
-0.10 0.38 -0.19
-0.07 0.03 0.08
-0.15 0.30 0.22
0.13 -0.18 -0.13
-0.25 -0.22 -0.13
0.14 -0.04 -0.06
-0.17 0.01 -0.22
0.55 -0.74 0.35
0.15 0.67 0.91
0.16 0.54 0.31
-0.27 -0.33 0.18
0.49 -0.17 -0.02
0.12 -0.08 0.30
-0.33 0.67 0.37
-0.39 -0.05 -0.51
-0.03 -0.02 -0.40
-0.13 -0.12 0.31
-0.28 0.38 0.22
-0.31 -0.19 -0.30
-0.26 0.48 -0.08
0.06 0.03 0.02
0.15 0.12 -0.16
0.00 -0.13 0.04
0.14 -0.10 0.27
0.10 0.06 -0.01
-0.24 -0.09 -0.25
-0.08 0.74 -0.21
-3.12 -0.08 2.02
0.52 -0.23 0.10
0.68 -0.06 -0.73
-0.44 -0.23 0.44
0.66 -0.54 -0.01
0.22 0.09 -0.31
0.41 0.12 -0.56
-0.81 0.94 0.34
-0.18 0.20 -0.17
0.25 0.12 -0.34
0.32 -0.11 -0.10
0.18 -0.22 -0.02
-0.19 -0.17 0.19

Properties
frontier orbital gap (spin up / spin down) = 7.3 / 4.9 eV
net charge = +2
HOMO (spin up / spin down) = -13.18 / -14.88 eV
multiplicity = 5
E_LUMO (spin up / spin down) = -5.9263 / -9.9874 eV